(1)
A 2-piece molecular cluster, C4H11O2S overall in a non-equilibrium geometry. Source: OMol25; level of theory: wB97M-V/def2-TZVPD.

E_tot in a.u.: -707.62657
M in g/mol: 123.2
Total charge: -1
2S+1: 1
HOMO energy in eV: -2.59
Gap between HOMO and LUMO in eV: 6.0

Atoms and positions in Å:
C1 0.38645 0.14554 -1.18890
O1 1.41182 -0.26518 -2.16201
C2 -0.23111 -1.11612 -0.63877
C3 -1.39401 -0.86272 0.43921
C4 -1.17876 0.49871 1.31561
S1 -1.99796 1.96829 0.67662
H1 -0.26691 0.87434 -1.62583
H2 0.98521 0.72982 -0.36116
H3 -0.51527 -1.99529 -1.31117
H4 0.56896 -1.66166 -0.13635
H5 -2.28104 -0.75913 -0.26696
H6 -1.42895 -1.91298 1.14311
H7 -0.12173 0.68665 1.45917
H8 -1.45759 0.38580 2.33609
H9 1.48558 1.47075 1.20213
H10 2.57310 1.19180 0.36398
H11 1.12190 -1.15523 -2.47132
O2 2.34030 1.77660 1.22656

Atoms 1-6, force components in eV/Å:
2.22 -0.01 0.36
-0.66 -0.65 -0.06
-0.61 -1.16 2.12
0.56 -1.13 0.07
-0.25 -1.27 -1.19
-0.06 0.13 -0.40

natural (NBO) population analysis, charges in e, atoms 1 to 2:
1 C -0.0583
2 O -0.7549

***

(2)
A 2-piece molecular cluster, C4H11O3 overall. Source: OMol25; level of theory: wB97M-V/def2-TZVPD.

E_tot in a.u.: -384.72028
M in g/mol: 107.1
Total charge: -1
2S+1: 1
HOMO energy in eV: -3.33
Gap between HOMO and LUMO in eV: 6.8

Atoms and positions in Å:
C1 -1.10122 -0.26505 -2.03470
O1 -2.08380 0.73408 -2.36548
C2 -1.00851 -0.54052 -0.54146
C3 0.36925 -1.08913 -0.10466
C4 0.77612 -0.58718 1.30460
O2 1.91727 0.18523 1.25764
H1 -1.40412 -1.13624 -2.61483
H2 -0.14434 0.03590 -2.47292
H3 -1.76077 1.59091 -2.07816
H4 -1.82697 -1.20399 -0.24478
H5 -1.19732 0.40814 -0.04855
H6 0.35859 -2.18097 -0.15124
H7 1.13636 -0.75081 -0.80136
H8 0.86246 -1.45833 2.00400
H9 -0.06008 -0.02055 1.76895
H10 1.89565 2.85299 2.21058
H11 1.69448 1.28350 2.13046
O3 1.57693 2.14202 2.78190

Atoms 1-6, force components in eV/Å:
-0.24 0.19 -0.49
-0.18 -0.21 -0.14
0.41 -0.16 -0.47
-0.81 0.08 0.21
0.67 0.18 0.41
-0.45 -0.22 0.11

natural (NBO) population analysis, charges in e, atoms 1 to 2:
1 C -0.0514
2 O -0.7435

***

(3)
C4H11O3Ru as an isolated structure in a non-equilibrium geometry. Source: OMol25; level of theory: wB97M-V/def2-TZVPD.

E_tot in a.u.: -479.35953
M in g/mol: 208.2
2S+1: 6
HOMO energy (spin up / spin down) in eV: -6.33 / -8.99
Gap between HOMO and LUMO (spin up / spin down) in eV: 7.2 / 8.3

Atoms and positions in Å:
C1 -0.49379 -0.12212 2.27995
H1 -1.20317 -0.65234 2.93031
H2 0.15365 0.30869 3.06516
H3 -0.93857 0.75272 1.77659
O1 -1.64304 -1.96079 0.87593
Ru1 -2.96676 -2.09766 -0.44758
H4 -0.60860 -1.80964 0.72125
O2 0.55228 -0.85625 1.31917
C2 -0.12557 0.56622 -2.66769
O3 0.40904 -0.09061 -1.54779
C3 0.78196 0.78411 -0.51419
C4 1.41606 0.00292 0.61790
H5 -0.50730 -0.20211 -3.35134
H6 -0.97237 1.22412 -2.40495
H7 0.64400 1.19442 -3.14964
H8 -0.11541 1.32804 -0.16387
H9 1.51769 1.53069 -0.86869
H10 1.87760 0.72544 1.31481
H11 2.22230 -0.62583 0.21468

Atoms 1-6, force components in eV/Å:
2.89 1.33 0.17
0.26 -0.91 -1.51
0.25 0.07 -0.50
-0.05 -0.85 -0.12
2.46 -0.23 -0.30
-0.60 -0.06 -0.61

natural (NBO) population analysis, charges in e, atoms 1 to 2:
1 C -0.2651
2 H 0.2367

***

> E_tot of number 2 (C4H11O3)?

-384.72028 a.u.

***

> The lowest E_tot belongs to which entry?

C4H11O2S